Here is a molecular structure, C2H11NO4 from the Open Molecules 2025 dataset. Energies are from ωB97M-V/def2-TZVPD.

Geometry as ORCA input:
```
! RIJCOSX wB97M-V def2-TZVPD def2/J DEFGRID3
* xyz 0 1
C -0.21800 -0.64314 -1.52791
N 1.25317 -0.22029 -0.89522
C 1.29082 0.92196 -0.06186
O -0.58975 0.36453 -2.24808
H 0.09427 -1.52633 -2.09095
H 1.73262 -0.10629 -1.79232
H 0.96508 0.57534 0.92672
H 2.27436 1.38282 -0.12600
H 0.52421 1.66806 -0.36291
H -1.85637 -1.89701 1.92646
H -2.45481 2.06463 -0.44327
O -1.36317 -1.11180 1.75233
H -1.18025 1.39070 -0.97932
H -0.84361 -0.90569 -0.65943
O -1.59703 1.69171 -0.14604
H -0.26034 -1.15276 1.83592
H 1.24302 -1.46314 2.85863
O 0.98575 -1.03329 2.03326
*
```

## Properties
Highest occupied orbital energy = -0.3327 Eh
Energy relative to the best compared isomer or geometry (same formula, charge and spin) = 9.2593 eV
Largest force on an atom = 3.16 eV/Å

***

Here is a molecular structure, C50H39N5OP2SSn from the Open Molecules 2025 dataset. Energies are from ωB97M-V/def2-TZVPD.

Geometry as ORCA input:
```
! RIJCOSX wB97M-V def2-TZVPD def2/J DEFGRID3
* xyz 4 1
Sn -3.04381 0.04031 0.17816
N -6.92310 2.63220 -0.81476
C -6.05977 1.66312 -0.59347
N -4.84294 1.85884 -0.11786
C -4.45369 3.13153 0.17486
N -3.25694 3.37234 0.72665
N -2.51025 2.29884 0.89724
C -1.43109 2.42639 1.61244
C -0.73084 1.18835 1.82387
C 0.22065 0.65041 4.11595
C 0.14607 -0.74148 4.81692
C 0.28860 -2.07028 4.04064
C -0.31335 -1.92913 2.68613
N -1.14181 0.07124 1.30051
C -5.32819 4.23928 -0.05914
C -4.97549 5.57451 0.21170
C -5.88167 6.57650 -0.02789
C -7.15645 6.27722 -0.53600
C -7.52942 4.97799 -0.80840
C -6.60926 3.96680 -0.56710
H -7.84820 2.40275 -1.16267
H -6.38746 0.65515 -0.81926
H -1.15779 3.37188 2.06436
H 1.00596 1.27475 4.53997
H 0.68514 -0.72699 5.75966
H 0.96726 -2.86763 4.30997
H -0.30873 -2.85077 2.11720
H -3.99664 5.78989 0.61295
H -5.62082 7.60472 0.17930
H -7.86073 7.07850 -0.71623
H -8.51452 4.75193 -1.19613
O -1.17689 -1.87012 -0.27086
S -1.01316 -3.06053 -1.21043
C -0.67353 -2.22249 -2.73565
C -1.45359 -2.59314 -3.81190
C -1.48966 -1.78462 -4.95038
C -0.81090 -0.58275 -4.95306
C -0.02727 -0.20805 -3.85867
C 0.07863 -1.03634 -2.74661
P 1.49887 -0.69488 -1.66650
C 1.79099 1.06236 -1.78198
C 2.90710 1.54880 -2.46111
C 3.07727 2.92139 -2.58585
C 2.14340 3.79321 -2.04234
C 1.02416 3.30344 -1.37334
C 0.84589 1.93784 -1.24636
C 2.84940 -1.66084 -2.37317
C 2.79567 -1.87144 -3.75916
C 3.83067 -2.53348 -4.39694
C 4.91434 -3.00663 -3.66936
C 4.96572 -2.81103 -2.29582
C 3.94378 -2.13963 -1.64618
C 0.50974 -3.79021 -0.64257
C 0.70620 -5.11543 -0.98332
C 1.77288 -5.81674 -0.43036
C 2.59978 -5.19129 0.48475
C 2.40475 -3.85475 0.81676
C 1.35636 -3.12420 0.26064
P 1.28664 -1.32628 0.54056
C -0.01721 -0.71163 1.85778
C -1.22351 -2.14324 3.89694
C -1.36914 -1.01568 4.92812
C -2.05005 0.29877 4.71883
C -1.16027 1.22797 4.39408
C 0.44607 0.62045 2.57131
C 2.86111 -0.80442 1.27602
C 3.12673 -1.26488 2.57528
C 4.28211 -0.88526 3.23384
C 5.18616 -0.02620 2.61828
C 4.92696 0.44768 1.34239
C 3.77297 0.06337 0.67340
H -2.05926 -3.48972 -3.76057
H -2.08111 -2.08269 -5.80540
H -0.86584 0.07113 -5.81323
H 0.53853 0.71404 -3.90930
H 3.63821 0.87082 -2.88474
H 3.93946 3.30883 -3.11110
H 2.28279 4.86069 -2.14638
H 0.29590 3.98970 -0.96129
H -0.02981 1.54837 -0.73986
H 1.96238 -1.52545 -4.35368
H 3.78452 -2.68331 -5.46676
H 5.71661 -3.52843 -4.17324
H 5.80887 -3.17654 -1.72591
H 4.02188 -1.99019 -0.58196
H 0.01641 -5.61578 -1.65235
H 1.93294 -6.85348 -0.69346
H 3.41156 -5.73855 0.94506
H 3.09783 -3.38250 1.49756
H -1.83963 -3.03097 3.88613
H -1.64400 -1.46993 5.87979
H -3.09552 0.47615 4.93213
H -1.36575 2.28772 4.30078
H 1.42484 1.00970 2.30628
H 2.43687 -1.92648 3.07424
H 4.47976 -1.26128 4.22857
H 6.08883 0.27090 3.13488
H 5.62442 1.11977 0.86165
H 3.60839 0.45919 -0.31446
*
```

## Properties
Highest occupied orbital energy = -0.6543 Eh
Energy relative to the best compared isomer or geometry (same formula, charge and spin) = 0.8574 eV
Largest force on an atom = 0.32 eV/Å

***

no.,gap between HOMO and LUMO (eV)
1,4.191
2,5.837